No. 1
98
Properties=species:S:1:pos:R:3:mulliken_charge:R:1 method="wB97M-V/def2-TZVPD" spin_multiplicity=1 e_tot_ev=-133599.8018 e_above_lowest_kj_mol=314.4 lumo_energy_ev=3.899 charge=-2
K 0.63969 0.53544 1.37264 1.284
S 2.55101 -1.55243 0.41337 -0.004
C 3.34815 -1.62356 1.95642 0.388
C 3.65790 -2.88437 2.50847 -0.730
C 4.25338 -3.03838 3.74243 -0.572
C 4.61725 -1.92119 4.48920 -0.668
C 4.36594 -0.66517 3.95934 -0.763
C 3.72569 -0.49701 2.73146 -0.153
S 3.29623 1.19620 2.36279 -0.107
C 3.92765 1.56066 0.68977 -1.480
C 2.99304 1.92074 -0.47175 1.248
C 3.67789 2.09186 -1.68990 -1.236
C 2.86885 2.22356 -2.83313 -0.752
C 1.51588 2.30503 -2.77141 -1.642
C 0.80025 2.29700 -1.40592 2.470
C -0.33332 1.24004 -1.51762 -1.216
S -1.65286 1.04721 -0.23573 -0.111
C -2.17817 2.69361 0.19402 -0.400
C -2.91391 3.39195 -0.76346 -0.231
C -3.39138 4.66715 -0.53138 -0.598
C -3.13757 5.25037 0.70574 -0.535
C -2.44820 4.55335 1.67445 -0.769
C -1.95180 3.24913 1.47556 0.424
S -1.13473 2.49572 2.83078 -0.803
N 1.71159 2.03283 -0.27623 -0.340
H 3.37103 -3.75340 1.92866 0.366
H 4.43482 -4.03660 4.12602 0.327
H 5.10107 -2.02269 5.45345 0.312
H 4.66100 0.22492 4.50353 0.399
H 4.52394 0.70192 0.38541 0.474
H 4.60795 2.40468 0.82488 0.605
H 4.74537 1.93405 -1.75820 0.254
H 3.33488 2.23291 -3.81742 0.354
H 0.90537 2.37473 -3.66375 0.395
H 0.14774 0.25532 -1.52270 0.039
H -0.82388 1.36722 -2.48384 0.897
H -3.08423 2.91071 -1.71922 0.321
H -3.93161 5.20084 -1.30358 0.382
H -3.48247 6.25697 0.91682 0.345
H -2.26503 5.00498 2.64118 0.385
C 0.56118 -2.38601 -5.08514 -0.518
C -0.69233 -2.92300 -4.82961 -0.675
C -1.14559 -3.03908 -3.52203 -0.353
C -0.35165 -2.62748 -2.45514 0.643
C 0.90861 -2.09809 -2.72274 -0.429
C 1.36078 -1.97367 -4.02911 -0.537
Sb -0.99620 -2.71176 -0.40760 0.920
C -3.05046 -3.11050 -0.90830 -0.082
C -3.70662 -4.28038 -0.53872 -0.437
C -5.05942 -4.45317 -0.80778 -0.605
C -5.77547 -3.45291 -1.44952 -0.360
C -5.13347 -2.27617 -1.81068 -0.764
C -3.78493 -2.10609 -1.53510 -0.100
C -0.41626 -4.72606 -0.01989 -0.097
C -0.54127 -5.76136 -0.94005 0.067
C -0.13628 -7.04788 -0.61434 -0.634
C 0.40325 -7.30720 0.63913 -0.440
C 0.54144 -6.27790 1.55852 -0.589
C 0.13622 -4.98957 1.22956 -0.445
H 0.91069 -2.27873 -6.10543 0.353
H -1.32552 -3.24439 -5.64897 0.368
H -2.13245 -3.44736 -3.33891 0.392
H 1.55216 -1.76759 -1.91635 0.109
H 2.33396 -1.53536 -4.21145 0.425
H -3.16223 -5.07519 -0.04016 0.393
H -5.55160 -5.37190 -0.50933 0.365
H -6.83070 -3.58457 -1.65764 0.344
H -5.68453 -1.48128 -2.29954 0.395
H -3.30445 -1.16868 -1.79787 0.395
H -0.95157 -5.56132 -1.92500 0.391
H -0.23574 -7.84672 -1.34049 0.362
H 0.72303 -8.31120 0.89450 0.331
H 0.96904 -6.46570 2.53609 0.440
H 0.26045 -4.19259 1.95445 0.136
C 1.23003 0.39560 5.14040 -0.971
N 0.91003 -0.99822 4.90354 0.016
C -0.30532 -1.43316 4.53311 0.319
N -1.26769 -0.49823 4.39038 -0.337
S -0.62778 -3.07162 4.30173 -0.445
H 2.16147 0.44641 5.70082 0.294
H 0.44198 0.86667 5.72868 0.459
H 1.36922 0.95844 4.21356 0.234
H 1.65715 -1.67346 4.84682 0.121
H -1.05265 0.46123 4.12473 -0.062
H -2.11989 -0.84245 3.97913 0.300
O -0.56818 4.34705 -2.35372 -0.686
B 0.32598 3.78037 -1.42140 1.232
O 0.88256 4.79523 -0.62720 -0.728
C 0.31833 5.95281 -1.06057 0.706
C 0.50752 7.23395 -0.59321 -0.990
C -0.21347 8.25213 -1.22214 -0.477
C -1.07978 7.98011 -2.27150 -0.539
C -1.26777 6.67842 -2.73808 -1.044
C -0.55729 5.67959 -2.11132 0.545
H 1.18006 7.42421 0.23207 0.490
H -0.09596 9.27269 -0.87894 0.362
H -1.62552 8.79283 -2.73588 0.363
H -1.94952 6.45393 -3.54755 0.514

=====

No. 2
102
Properties=species:S:1:pos:R:3:mulliken_charge:R:1 method="wB97M-V/def2-TZVPD" s2=3.800 spin_multiplicity=4 e_tot_ev=-231352.4390 e_above_lowest_kj_mol=0.0 lumo_energy_ev="-0.477 / -0.561" charge=0
Co -0.13871 -1.02734 -1.27100 -1.018
C -2.57208 1.39392 -4.00644 -0.397
O -1.82916 2.55410 -3.62466 -0.499
C -0.48284 2.45735 -3.43775 0.202
C 0.27573 3.52744 -3.87131 -0.562
C 1.66058 3.55102 -3.72114 -0.820
C 2.28900 2.47877 -3.13328 -1.004
C 1.54108 1.39215 -2.65506 1.209
C 2.26108 0.30748 -2.03322 -0.863
N 1.71364 -0.69432 -1.45821 2.327
N 2.54881 -1.65682 -0.89815 -1.125
C 1.82484 -2.52370 -0.24020 0.099
O 0.54175 -2.47783 -0.14607 -0.262
C 2.52170 -3.65074 0.43328 0.260
C 3.90291 -3.63950 0.60852 -0.104
C 4.52963 -4.69934 1.24322 -0.903
C 3.78262 -5.77801 1.70051 -0.435
C 2.40657 -5.79304 1.52191 -0.977
C 1.77544 -4.73079 0.89138 -0.179
C 0.13842 1.37097 -2.77543 0.454
O -0.63456 0.41441 -2.29709 -0.761
H -3.52631 1.77440 -4.36411 0.324
H -2.72498 0.71080 -3.17535 0.044
H -2.06347 0.87119 -4.81955 0.141
H -0.24793 4.34642 -4.34832 0.464
H 2.22887 4.39912 -4.07781 0.420
H 3.36661 2.46084 -3.02074 0.441
H 3.34784 0.33456 -2.02961 0.496
H 4.47130 -2.79301 0.24768 0.433
H 5.60326 -4.68535 1.38113 0.420
H 4.27454 -6.60585 2.19552 0.404
H 1.82341 -6.63516 1.87230 0.425
H 0.70370 -4.72740 0.74325 0.456
Br -6.16437 1.59476 2.12142 -0.207
C -4.92642 0.59977 1.08445 -0.273
C -3.94717 1.26087 0.36262 -0.561
C -3.01721 0.53672 -0.36022 0.205
C -3.03194 -0.86318 -0.37290 0.333
C -4.06827 -1.50315 0.32245 -1.019
C -5.00129 -0.78104 1.04920 -0.818
N -2.03063 -1.56473 -1.05181 1.569
C -2.25584 -2.81666 -1.48351 -0.369
C -1.30282 -3.41894 -2.32018 -0.278
C -1.40140 -4.73994 -2.82156 -1.222
C -0.36319 -5.26056 -3.54198 -0.509
C 0.78321 -4.47856 -3.77977 -1.135
C 0.80015 -3.18992 -3.29452 -0.797
N -0.21421 -2.65605 -2.61192 1.295
H -3.91506 2.34329 0.35170 0.555
H -2.28107 1.05625 -0.95254 0.484
H -4.13576 -2.58149 0.34839 0.339
H -5.77507 -1.29965 1.59921 0.422
H -3.17806 -3.33969 -1.26964 0.447
H -2.28639 -5.32444 -2.60573 0.482
H -0.41784 -6.27473 -3.91717 0.448
H 1.63278 -4.86469 -4.32447 0.518
H 1.65138 -2.54053 -3.45973 0.469
Cl -2.01402 7.22468 7.76929 -0.210
C -1.48443 6.06639 6.59255 0.462
C -1.32701 4.74100 6.95708 -1.053
C -0.89710 3.83956 5.99832 -0.075
C -0.62391 4.21859 4.68654 -0.450
C -0.17601 3.15379 3.70713 0.985
C -1.20509 2.81896 2.63215 -1.770
N -0.89693 1.52357 2.06285 0.994
C -1.13997 0.30096 2.64972 -1.286
C -0.69371 -0.63331 1.77168 -1.062
N -0.17118 -0.00601 0.66741 1.993
C -0.31775 1.28396 0.87457 -1.627
O 1.01478 3.51234 3.03154 -0.233
C 2.21147 3.02394 3.63453 -1.222
C 2.36927 1.54060 3.46748 0.656
C 2.75213 0.94816 2.29730 0.272
Cl 3.14105 1.75973 0.83545 -0.144
S 2.85618 -0.75318 2.40260 0.078
C 2.38828 -0.71281 4.04651 -0.739
C 2.16228 0.55848 4.47912 -0.511
C -0.80520 5.56204 4.36119 0.969
Cl -0.53207 6.14884 2.74805 -0.203
C -1.22779 6.48917 5.30069 -0.881
H -1.53198 4.42658 7.97036 0.419
H -0.76251 2.80006 6.27605 0.387
H -0.01156 2.24098 4.28965 0.126
H -1.15788 3.56835 1.84459 0.415
H -2.22291 2.80690 3.02421 0.363
H -1.62490 0.21583 3.60719 0.630
H -0.70605 -1.70753 1.84389 0.640
H -0.00951 2.07323 0.20553 0.180
H 2.24832 3.30168 4.69352 0.324
H 3.01891 3.54573 3.12392 0.451
H 2.30243 -1.63058 4.60560 0.508
H 1.87195 0.80366 5.49257 0.457
H -1.36075 7.52430 5.02202 0.458
C -0.87301 -1.97170 -6.03114 -0.925
S 0.26371 -0.69028 -5.48496 0.348
C 1.77551 -1.25147 -6.28535 -1.022
H -0.99737 -1.96742 -7.11380 0.450
H -1.83670 -1.76306 -5.56633 0.256
H -0.53748 -2.95488 -5.69832 0.166
H 1.86544 -2.33549 -6.19741 0.268
H 2.61679 -0.79488 -5.76462 0.297
H 1.81951 -0.96993 -7.33693 0.372